No. 1
Computed, not measured: a 2-piece molecular cluster, CH4O2S2 overall, with wB97M-V/def2-TZVPD.

Structure (XYZ):
```
9
Properties=species:S:1:pos:R:3
C -1.3328 0.2790 0.0803
O -1.3333 1.0636 -0.9849
O -1.0470 -0.8858 0.0209
S 1.9903 -0.7115 -0.5338
S 1.9959 1.1213 0.1845
H -1.5843 0.7774 1.0336
H -1.4321 2.0037 -0.7864
H 0.6556 -1.0981 -0.5596
H 2.1709 -1.5381 0.5556
```

## Properties
ΔE to the lowest compared entry with this formula, charge and spin = 94.0 kJ/mol
Charge = 0
Orbital gap = 8.79 eV

No. 2
Computed, not measured: C4H8Br2Se as an isolated structure, with wB97M-V/def2-TZVPD.

Structure (XYZ):
```
15
Properties=species:S:1:pos:R:3
C 1.1154 1.0811 1.2880
C -0.7747 0.1456 -0.7528
C 2.8966 -0.6954 0.5472
C -1.5674 -1.1043 -1.1827
Se -0.2896 -0.0010 1.1160
Br 1.5562 -2.0394 -0.0965
Br -2.9182 -1.3799 0.1034
H 1.4137 1.5683 2.1954
H 1.3329 1.7549 0.4538
H 0.0689 0.2302 -1.4392
H -1.4501 0.9757 -0.7553
H 3.4405 -1.1025 1.3928
H 3.4375 -0.1486 -0.1908
H -1.1154 -2.0372 -1.2850
H -2.1420 -1.0084 -2.0624
```

## Properties
ΔE to the lowest compared entry with this formula, charge and spin = 281.9 kJ/mol
Charge = 0
Orbital gap (alpha / beta) = 7.91 / 7.48 eV

No. 3
Computed, not measured: a 2-piece molecular cluster, C6H12O overall, with wB97M-V/def2-TZVPD.

Structure (XYZ):
```
19
Properties=species:S:1:pos:R:3
C 1.7556 1.2593 -0.4368
C 0.7219 0.1651 -0.4552
C 1.1680 -1.1915 0.0379
C -0.5185 0.4137 -0.8867
C -1.6787 -0.5505 -0.7925
C -2.3118 -0.2003 0.5326
O -2.1710 -0.8447 1.5466
H 1.3061 2.2438 -0.5959
H 2.2750 1.2862 0.5296
H 2.5123 1.0985 -1.2136
H 2.0200 -1.1000 0.7164
H 1.4830 -1.8202 -0.8024
H 0.3785 -1.7167 0.5817
H -0.7696 1.4284 -1.1956
H -2.3871 -0.3841 -1.6123
H -1.3665 -1.5984 -0.7766
H -2.8474 0.7738 0.5457
H 0.4118 0.6188 2.1002
H -0.1839 0.2487 2.3498
```

## Properties
ΔE to the lowest compared entry with this formula, charge and spin = 190.7 kJ/mol
Charge = 0
Orbital gap = 10.04 eV

No. 4
Computed, not measured: a 3-piece molecular cluster, C31H52F10I2N5S3 overall, with wB97M-V/def2-TZVPD.

Structure (XYZ):
```
103
Properties=species:S:1:pos:R:3
C 3.2244 -1.8818 1.6776
C 3.0057 -2.9814 0.5137
N 1.6798 -3.6339 0.6603
C 1.4907 -4.7972 -0.2562
C 1.8533 -4.5299 -1.7867
C 0.5754 -2.6833 0.6049
S 0.3108 -1.5958 -0.6445
S -0.6719 -2.6811 1.9900
C -1.5376 -1.0308 1.8446
C -2.8238 -1.0891 0.9009
C -3.5811 0.3391 0.9813
C -3.9944 0.9177 -0.4403
C -4.9174 2.1931 -0.1267
C -4.2935 3.2397 0.9045
N -4.9285 3.1767 2.2612
C -2.6351 1.1448 -1.2650
C -2.1250 2.6341 -1.5520
C -1.5590 2.8474 -3.0565
C -0.0769 2.2951 -3.2570
C 0.9525 3.2510 -2.4522
C 2.1367 2.4250 -1.7751
F 2.9336 1.9869 -2.8802
F 1.6907 1.2079 -1.1899
C 3.1215 3.2567 -0.8574
F 3.7473 4.2128 -1.6918
F 4.1634 2.4050 -0.4460
S 2.3975 4.1776 0.5836
F 1.0017 3.2932 0.6293
F 1.7540 5.3846 -0.3397
F 3.8431 5.0158 0.7185
F 3.0773 3.0309 1.6085
F 1.8657 4.9875 1.9235
N -2.7665 0.3436 -2.5298
C -3.9503 -0.2110 -2.6499
F -4.1069 -0.9180 -3.8255
C -4.9246 0.0545 -1.4259
C -5.6895 -1.2388 -0.8977
I -7.1295 -0.7862 0.7197
C -6.5297 -2.0357 -2.0078
C -7.1218 -1.1395 -3.1910
I -5.4466 -3.8165 -2.7418
H 2.5199 -0.9937 1.5701
H 4.2943 -1.4785 1.6826
H 3.0372 -2.4175 2.6744
H 3.8490 -3.7414 0.6692
H 3.1004 -2.4341 -0.4794
H 0.4255 -5.1795 -0.1829
H 2.1649 -5.6316 0.1405
H 1.6172 -5.4990 -2.3492
H 2.9544 -4.2787 -1.9141
H 1.2430 -3.7155 -2.2840
H -1.8963 -0.7949 2.9090
H -0.8132 -0.2033 1.5595
H -2.5119 -1.3308 -0.1755
H -3.4699 -1.9466 1.2757
H -2.8616 1.0211 1.5595
H -4.4636 0.1819 1.6924
H -5.0312 2.7588 -1.1230
H -5.9688 1.9384 0.2084
H -4.3868 4.3011 0.4769
H -3.1645 3.0823 1.0553
H -4.1770 3.2449 2.9551
H -5.4339 2.2840 2.3481
H -1.6956 0.6664 -0.8054
H -2.8982 3.4470 -1.4017
H -1.2982 2.8424 -0.7844
H -1.4942 3.9880 -3.1747
H -2.3016 2.5098 -3.8521
H 0.1656 2.4156 -4.3719
H 0.0627 1.1938 -3.0274
H 0.3273 3.8428 -1.7192
H 1.4181 3.9412 -3.2287
H -2.0997 0.1713 -3.2916
H -5.7290 0.8133 -1.7163
H -4.9823 -2.0071 -0.4269
H -7.4338 -2.4750 -1.4614
H -6.5545 -1.3129 -4.1709
H -8.1757 -1.5427 -3.3994
H -7.2564 -0.0434 -2.9413
C 1.8558 -7.6712 4.0170
C 1.7351 -6.2080 3.6092
C 0.3300 -5.6405 3.8153
C -0.6645 -6.2867 2.9543
N -1.4452 -6.7980 2.2819
H 1.2154 -8.3115 3.4049
H 2.8849 -8.0141 3.8896
H 1.5797 -7.8105 5.0652
H 2.0360 -6.0987 2.5627
H 2.4394 -5.6205 4.2062
H 0.3461 -4.5684 3.5936
H 0.0364 -5.7417 4.8635
C 8.0079 5.7672 -0.1343
C 7.2272 4.4589 -0.1244
C 7.2415 3.7600 1.2359
C 8.5858 3.3243 1.6249
N 9.6418 2.9897 1.9322
H 9.0685 5.6019 0.0707
H 7.9308 6.2445 -1.1138
H 7.6175 6.4627 0.6132
H 7.6288 3.7936 -0.8948
H 6.1888 4.6709 -0.3965
H 6.5850 2.8845 1.1914
H 6.8305 4.4232 2.0016
```

## Properties
ΔE to the lowest compared entry with this formula, charge and spin = 579.6 kJ/mol
Charge = +1
Orbital gap = 6.97 eV

No. 5
Computed, not measured: C42H55BiN8S5Si3 as an isolated structure, with wB97M-V/def2-TZVPD.

Structure (XYZ):
```
114
Properties=species:S:1:pos:R:3
Bi 1.2976 -0.4058 1.7704
C -3.6501 -3.2701 2.5338
C -2.1976 -3.2509 2.8979
N -1.1750 -3.5953 2.2351
N -0.1147 -3.2331 2.9529
C -0.4263 -2.6524 4.1267
S 0.6712 -1.9415 5.1502
N -1.8125 -2.6538 4.1137
N -2.6879 -2.1024 5.0108
H -4.1297 -3.8123 3.3433
H -3.6183 -3.6921 1.5678
H -4.1849 -2.3058 2.5647
H 0.8261 -3.5016 2.6365
H -2.1688 -1.3794 5.5640
H -2.9139 -2.7742 5.7782
C -6.4843 -0.8055 1.4651
C -5.2899 0.2285 1.3622
C -4.7413 0.6597 2.7146
C -5.7814 1.4576 0.6083
C -4.1719 -0.5105 0.5455
C -4.5890 -1.2024 -0.6163
C -3.7566 -2.0685 -1.2601
C -2.3964 -2.1270 -0.8980
S -1.1053 -3.1177 -1.5515
C -0.0281 -2.3774 -0.3778
N -0.5412 -1.4145 0.3384
C -1.9208 -1.3115 0.1285
C -2.7975 -0.5047 0.8764
C 1.3379 -2.8828 -0.2144
C 1.8371 -4.0676 -0.7922
C 3.0376 -4.5922 -0.3965
C 3.8242 -3.8611 0.5033
C 3.3630 -2.6537 1.0703
C 2.1151 -2.1900 0.6878
H -7.1756 -0.3888 2.2249
H -6.1826 -1.7169 1.8680
H -6.9472 -0.8676 0.4854
H -5.5480 1.0915 3.2224
H -3.9643 1.4923 2.6850
H -4.2638 -0.1042 3.2704
H -6.5936 1.9592 1.0892
H -6.1395 1.1548 -0.3837
H -4.9805 2.1482 0.4964
H -5.6281 -1.2556 -0.8700
H -4.1536 -2.5899 -2.0624
H -2.4502 0.1132 1.6864
H 1.1696 -4.6109 -1.5114
H 3.3775 -5.4878 -0.8852
H 4.8246 -4.2575 0.7615
H 4.0073 -2.1571 1.8348
C -0.8132 2.2631 1.5103
Si 1.0586 2.6076 1.3708
C 1.5511 2.7332 3.1192
C 1.2091 4.2547 0.4359
C 1.9702 1.2585 0.4263
Si 1.5792 0.9406 -1.4561
C 2.0985 2.4658 -2.5178
C 2.5186 -0.5456 -2.0045
C -0.2282 0.8226 -1.8251
Si 3.7735 1.4661 0.6475
C 4.2217 3.2830 0.8587
C 4.9886 0.5466 -0.4692
C 4.2938 0.7454 2.3332
C 5.5457 0.8517 2.9700
C 5.9458 -0.0286 3.9955
C 5.0156 -0.9610 4.3888
C 3.7003 -1.0035 3.7871
N 3.4347 -0.1608 2.7949
H -1.0511 1.4889 2.2860
H -1.2557 1.9962 0.5654
H -1.3031 3.1725 1.9043
H 1.2192 3.6159 3.6531
H 2.6403 2.7515 3.2507
H 1.1045 1.8872 3.6758
H 1.4911 5.0691 1.1194
H 0.3011 4.5138 -0.0617
H 1.9778 4.2740 -0.3868
H 1.6631 3.4062 -2.2015
H 1.6699 2.2521 -3.5260
H 3.2159 2.5832 -2.5847
H 3.0098 -1.1364 -1.2489
H 3.1872 -0.3721 -2.8582
H 1.7296 -1.2080 -2.3280
H -0.5966 1.5240 -2.5667
H -0.8279 0.8584 -0.9151
H -0.3890 -0.1883 -2.2061
H 5.1950 3.2945 1.2851
H 3.4928 3.8205 1.4965
H 4.1328 3.7043 -0.1285
H 4.8561 0.7769 -1.5422
H 4.9404 -0.5282 -0.3370
H 5.9770 0.8802 -0.1039
H 6.2364 1.6036 2.6087
H 6.8638 0.0923 4.5619
H 5.1464 -1.6776 5.1720
H 2.9569 -1.7575 3.9279
S -2.8287 -0.4245 -7.5387
C -1.6226 -0.9171 -6.4799
S -1.1476 -2.5822 -6.1797
C 0.1474 -2.0029 -5.1020
N 0.2474 -0.7337 -5.0164
N -0.8119 -0.1407 -5.7715
C -0.8281 1.2701 -5.8458
C -2.0033 1.8813 -5.4847
C -2.0082 3.2363 -5.2793
C -0.8952 3.9938 -5.6221
C 0.2750 3.3956 -6.0261
C 0.3107 1.9620 -6.1438
S 1.1099 -3.2172 -4.3548
H -2.8784 1.2763 -5.3020
H -2.9145 3.7558 -4.9744
H -1.0104 5.0619 -5.5588
H 1.2566 3.8590 -6.1611
H 1.1764 1.4791 -6.3879
```

## Properties
Charge = 0
Orbital gap (alpha / beta) = 5.59 / 5.59 eV

No. 6
Computed, not measured: C5H7FOS in the gas phase, with wB97M-V/def2-TZVPD.

Structure (XYZ):
```
15
Properties=species:S:1:pos:R:3
O -0.9091 2.1558 2.7878
C -0.9024 1.1554 1.9348
S -1.2688 1.5872 0.2353
C -0.4598 0.5959 -0.9111
C -0.5809 -1.0132 -0.7186
C 0.8070 -1.1440 -0.3833
F 0.9698 -1.1435 0.9984
C 1.0651 0.3917 -0.6501
H -0.6307 -0.0592 2.2233
H -0.7495 0.8498 -1.9026
H -1.2160 -1.3162 0.0975
H -0.8086 -1.3833 -1.7820
H 1.2417 -1.9757 -0.8026
H 1.8222 0.5396 0.3222
H 1.6200 0.7598 -1.4493
```

## Properties
ΔE to the lowest compared entry with this formula, charge and spin = 313.8 kJ/mol
Charge = 0
Orbital gap = 9.59 eV

No. 7
Computed, not measured: C35H27F5INO3PS2Sn as an isolated structure, with wB97M-V/def2-TZVPD.

Structure (XYZ):
```
76
Properties=species:S:1:pos:R:3
Sn 0.2140 0.0453 0.1487
C -2.3966 1.1987 -2.4385
C -2.6443 -0.1639 -2.4699
C -1.6975 -1.0282 -2.9898
C -0.4933 -0.5393 -3.4626
C -0.2414 0.8205 -3.4229
C -1.1980 1.6897 -2.9273
H -3.1499 1.8767 -2.0603
H -3.5910 -0.5492 -2.1177
H -1.8972 -2.0888 -3.0380
H 0.2447 -1.2195 -3.8519
H 0.6872 1.1998 -3.8227
H -1.0094 2.7540 -2.9226
F 2.4072 -3.3153 6.3391
C 2.0118 -2.3354 5.4990
C 1.7622 -2.6102 4.1596
F 1.8914 -3.8728 3.7077
C 1.3909 -1.5988 3.2968
F 1.2198 -1.9182 2.0055
C 1.1934 -0.2708 3.7115
S 0.7348 0.9823 2.6533
C 1.4222 -0.0374 5.0851
F 1.2306 1.1962 5.5827
C 1.8515 -1.0279 5.9491
F 2.1223 -0.7406 7.2381
S 2.5003 3.9687 -1.5778
C 0.8771 4.5354 -1.3058
C 0.2617 5.6960 -1.7432
C -1.0511 5.9193 -1.3727
C -1.7299 5.0049 -0.5687
C -1.1273 3.8413 -0.1411
C 0.1811 3.5841 -0.5320
N 0.8950 2.4697 -0.2373
C 2.1104 2.5101 -0.6720
C 3.0437 1.4316 -0.5269
C 4.4129 1.6197 -0.7340
C 5.2700 0.5424 -0.6695
C 4.7553 -0.7215 -0.4114
C 3.4026 -0.8930 -0.1749
C 2.5035 0.1698 -0.2077
H 0.7949 6.4054 -2.3580
H -1.5625 6.8074 -1.7198
H -2.7448 5.2230 -0.2751
H -1.6304 3.1230 0.4860
H 4.8030 2.6125 -0.9243
H 6.3355 0.6752 -0.8158
H 5.4219 -1.5743 -0.3941
H 3.0233 -1.8860 0.0295
I -1.5390 -9.1118 -0.6067
C -0.9353 -7.1007 -0.9563
C -1.8208 -6.0795 -0.6744
C -1.4112 -4.7709 -0.8631
C -0.1292 -4.4865 -1.3128
C 0.7240 -5.5347 -1.6231
C 0.3313 -6.8485 -1.4443
C 0.3866 -3.0483 -1.4162
O 1.1453 -2.7672 -2.3302
O -0.0332 -2.3018 -0.4884
H -2.8134 -6.2996 -0.3049
H -2.0815 -3.9541 -0.6457
H 1.7086 -5.3072 -1.9980
H 1.0054 -7.6587 -1.6764
C -3.2965 -1.7871 3.8338
P -2.6938 -1.9853 2.1135
C -1.4620 -3.3312 2.1357
C -4.1349 -2.6205 1.1697
O -2.2132 -0.6998 1.5800
H -3.5499 -2.7323 4.3025
H -4.1639 -1.1320 3.8005
H -2.5081 -1.2894 4.3946
H -1.9252 -4.3115 2.0647
H -0.8796 -3.2854 3.0531
H -0.8014 -3.1579 1.2859
H -4.3898 -3.6345 1.4609
H -3.8751 -2.5870 0.1146
H -4.9819 -1.9591 1.3412
```

## Properties
ΔE to the lowest compared entry with this formula, charge and spin = 81.8 kJ/mol
Charge = -1
Orbital gap = 6.30 eV

No. 8
Computed, not measured: an isolated ion of composition C7H20N4 and charge +2, with wB97M-V/def2-TZVPD.

Structure (XYZ):
```
31
Properties=species:S:1:pos:R:3
C -4.1006 -0.7731 -0.9472
C -3.3042 -0.1836 0.2521
C -4.1966 0.9346 0.9044
N -2.0466 0.3341 -0.3398
N -0.8572 -0.2327 -0.5363
C -0.1091 -1.0358 0.4547
N 1.0338 -0.3096 0.6672
N 2.3821 -0.8705 0.2533
C 3.5491 0.0589 0.2262
C 3.2241 1.5306 -0.0743
C 4.6390 -0.5311 -0.5565
H -4.6549 -0.1504 -1.6792
H -3.3581 -1.3086 -1.5972
H -4.7224 -1.5640 -0.5383
H -3.1007 -0.9789 0.8999
H -4.0154 1.1246 1.9644
H -5.2620 0.6757 0.8333
H -3.9000 1.8130 0.3666
H -2.3056 0.9726 -1.0210
H -0.5709 -0.1990 -1.5254
H -0.8826 -1.1027 1.3550
H 0.0216 -2.0486 -0.1068
H 1.0394 0.7116 0.6761
H 2.5729 -1.8443 0.2474
H 4.0590 0.2492 1.2416
H 4.2397 1.9634 -0.1523
H 2.9521 1.4864 -1.0765
H 2.6328 1.9828 0.6875
H 5.4300 0.1720 -0.6579
H 4.3845 -0.6521 -1.6376
H 4.8689 -1.4817 -0.1718
```

## Properties
ΔE to the lowest compared entry with this formula, charge and spin = 607.7 kJ/mol
Charge = +2
Orbital gap (alpha / beta) = 7.31 / 8.66 eV

No. 9
Computed, not measured: C15H30CrO19S as an isolated structure, with wB97M-V/def2-TZVPD.

Structure (XYZ):
```
66
Properties=species:S:1:pos:R:3
Cr 1.0113 -0.1744 0.2790
S 3.4877 -0.2716 1.3911
O 2.8321 0.6922 0.4676
O 3.7688 0.3723 2.6533
O 2.3620 -1.2389 1.4433
O 4.6775 -0.9592 0.8702
C -2.8226 -0.9423 4.0028
O -1.6614 -0.9839 3.1492
C -0.9331 0.1074 2.9831
O -0.0789 0.2317 2.1590
O -1.2933 1.0621 3.8159
C -0.6617 2.3277 3.7662
H -3.3627 -0.0353 3.7319
H -2.5106 -0.9293 5.0436
H -3.4247 -1.8058 3.7407
H 0.4218 2.2211 3.6924
H -0.9060 2.8631 4.6792
H -0.9913 2.9074 2.9058
C -4.0460 -2.0405 -1.0263
O -2.6706 -1.7968 -0.7813
C -2.1563 -0.6066 -1.0412
O -1.0938 -0.2752 -0.6131
O -2.9015 0.1131 -1.8726
C -2.6231 1.4673 -2.1400
H -4.1893 -2.2032 -2.0960
H -4.7075 -1.2583 -0.6536
H -4.3710 -2.9492 -0.5219
H -2.2917 1.5675 -3.1703
H -1.8575 1.9156 -1.4974
H -3.4989 2.0671 -1.8901
C 2.4191 3.3159 -1.4249
O 1.4389 3.8807 -0.5871
C 0.6157 3.0905 0.0744
O 0.5900 1.9046 -0.0203
O -0.2088 3.7864 0.8450
C -0.1576 5.2033 0.8789
H 2.9313 4.1647 -1.8807
H 2.0065 2.7237 -2.2462
H 3.1812 2.7061 -0.9385
H -0.4304 5.6540 -0.0733
H 0.8435 5.5616 1.1272
H -0.7917 5.5441 1.6924
C 0.6500 -3.3944 2.6537
O -0.1922 -3.9798 1.6602
C -0.1284 -3.5306 0.4445
O 0.3830 -2.5165 0.0347
O -0.8073 -4.3723 -0.3545
C -0.6701 -4.3219 -1.7619
H 1.6652 -3.2602 2.2898
H 0.6197 -4.0426 3.5287
H 0.2638 -2.4512 3.0320
H 0.3621 -4.0530 -1.9966
H -1.3439 -3.5563 -2.1496
H -0.8936 -5.2992 -2.1769
C 4.1624 0.0719 -2.0491
O 3.2260 -0.1198 -3.1201
C 1.9349 -0.1986 -2.9355
O 1.3693 -0.2632 -1.8734
O 1.3773 -0.4772 -4.1098
C 0.0193 -0.8082 -4.1541
H 3.9813 1.0588 -1.6255
H 5.1700 0.0414 -2.4517
H 4.0376 -0.7071 -1.2966
H -0.2127 -1.3749 -5.0541
H -0.6791 0.0314 -4.1399
H -0.2403 -1.4571 -3.3116
```

## Properties
ΔE to the lowest compared entry with this formula, charge and spin = 162.0 kJ/mol
2S+1 = 5
Charge = 0
Orbital gap (alpha / beta) = 6.61 / 7.36 eV
Expectation value of S² = 6.011

No. 10
Computed, not measured: C5H6O in the gas phase, with wB97M-V/def2-TZVPD.

Structure (XYZ):
```
12
Properties=species:S:1:pos:R:3
C -0.3470 -1.8646 1.4387
C -0.9037 -0.9862 0.6465
C -0.8293 0.0934 -0.0991
O -1.5962 1.2048 0.0671
C 0.3280 0.1628 -1.0153
C 1.1746 1.1883 -0.9120
H 0.5167 -1.5075 1.9947
H -0.6292 -2.9014 1.5700
H -1.3649 1.8050 -0.6549
H 0.5289 -0.6890 -1.6575
H 2.0929 1.2302 -1.4867
H 0.9870 1.9689 -0.1743
```

## Properties
ΔE to the lowest compared entry with this formula, charge and spin = 253.4 kJ/mol
Charge = 0
Orbital gap = 9.21 eV